[1]
Density functional theory data (ωB97M-V/def2-TZVPD) for C6H10NO5 as an isolated structure in a non-equilibrium geometry.

```
22
Properties=species:S:1:pos:R:3:nbo_charge:R:1
C 1.43 -0.20 0.20 -0.48
C 0.48 -1.12 -0.52 0.12
C 1.06 1.20 -0.31 0.10
C -1.24 0.67 -0.28 1.04
C 0.30 -2.54 0.06 -0.67
C 1.76 2.42 0.42 -0.60
N -3.82 -0.22 0.20 0.82
O -3.45 -1.20 0.55 -0.09
O -0.94 -0.59 -0.40 -0.50
O -0.38 1.59 -0.24 -0.43
O -2.49 0.96 -0.15 -0.58
O -4.71 0.44 -0.07 -0.10
H 1.32 -0.18 1.22 0.24
H 2.33 -0.51 -0.25 0.27
H 0.49 -1.05 -1.64 0.23
H 1.42 1.37 -1.27 0.20
H 0.10 -2.66 1.16 0.25
H 1.26 -3.18 0.10 0.26
H -0.51 -3.15 -0.58 0.25
H 1.41 2.26 1.50 0.21
H 1.46 3.43 0.11 0.25
H 2.75 2.26 0.20 0.22
```

As for the HOMO energy: -0.56543 hartree. The value obtained for the HOMO-LUMO gap is 10.362 eV. As for the net charge: +1.

[2]
Density functional theory data (ωB97M-V/def2-TZVPD) for a 2-piece molecular cluster, C5H14NOS overall in a non-equilibrium geometry.

```
22
Properties=species:S:1:pos:R:3:nbo_charge:R:1
C -1.35 -1.24 -0.32 -0.42
C -0.34 -1.78 -1.36 -0.51
S 0.97 -0.66 -2.21 -0.75
C -1.45 0.31 -0.25 -0.26
N -1.57 0.84 1.10 -0.64
C -0.49 1.81 1.55 -0.22
C 0.86 1.87 0.74 -0.66
H -1.19 -1.56 0.74 0.18
H -2.41 -1.56 -0.53 0.19
H -0.74 -2.24 -2.25 0.20
H 0.21 -2.62 -0.98 0.18
H -2.38 0.61 -0.74 0.16
H -0.59 0.69 -0.81 0.24
H -1.47 0.10 1.79 0.33
H -0.98 2.72 1.28 0.17
H -0.35 1.75 2.60 0.18
H 1.21 0.94 0.30 0.26
H 0.80 2.71 0.06 0.20
H 1.69 2.18 1.39 0.19
H 3.27 -0.90 -0.98 0.50
H 2.78 -2.27 -0.65 0.48
O 3.53 -1.70 -0.46 -0.99
```

The value obtained for the energy above the lowest of the compared OMol25 structures with the same formula, charge and spin is 35.7 kcal per mole. As for the HOMO energy: -0.10564 hartree. The value obtained for the HOMO-LUMO gap is 6.699 eV. As for the net charge: -1.

[3]
Density functional theory data (ωB97M-V/def2-TZVPD) for a 3-piece molecular cluster, C16H32BrN4O8 overall in a non-equilibrium geometry.

```
61
Properties=species:S:1:pos:R:3:nbo_charge:R:1
C 4.36 -0.06 1.65 -0.62
C 4.51 0.72 0.32 -0.46
C 3.23 0.75 -0.50 -0.05
Br 3.66 0.52 -2.40 0.04
N 2.44 1.97 -0.44 -0.41
C 1.02 1.80 -0.95 -0.24
C 0.34 3.14 -0.61 -0.04
C -1.13 3.02 -0.19 -0.52
C -1.83 1.93 -0.98 0.71
O -2.33 2.15 -2.05 -0.54
N -1.82 0.67 -0.36 -0.51
C -2.01 -0.43 -1.32 -0.41
C -2.70 0.61 0.83 -0.42
N 1.24 3.56 0.49 -0.08
O 0.66 4.23 1.56 -0.52
C 2.20 2.64 0.72 0.67
N 2.74 2.51 1.92 -0.78
H 4.88 -1.02 1.62 0.25
H 3.31 -0.30 1.87 0.21
H 4.73 0.49 2.51 0.21
H 5.27 0.22 -0.28 0.26
H 4.83 1.74 0.53 0.20
H 2.60 -0.12 -0.29 0.21
H 0.57 1.06 -0.29 0.22
H 0.99 1.48 -1.99 0.27
H 0.44 3.89 -1.39 0.24
H -1.21 2.78 0.87 0.24
H -1.64 3.96 -0.37 0.26
H -1.11 -0.54 -1.93 0.20
H -2.87 -0.30 -1.96 0.22
H -2.11 -1.36 -0.75 0.21
H -3.46 1.40 0.82 0.20
H -3.19 -0.36 0.86 0.23
H -2.12 0.72 1.75 0.20
H 1.35 4.84 1.89 0.49
H 3.69 2.24 2.10 0.44
H 2.17 2.79 2.71 0.44
C -7.41 -1.86 -5.54 -0.26
O -6.86 -0.53 -5.52 -0.49
C -6.36 -0.17 -4.35 0.98
O -6.32 -0.84 -3.35 -0.65
O -5.88 1.07 -4.46 -0.49
C -5.34 1.60 -3.24 -0.25
H -7.77 -2.00 -6.56 0.20
H -6.64 -2.59 -5.31 0.19
H -8.23 -1.94 -4.84 0.19
H -4.51 0.98 -2.91 0.19
H -6.10 1.64 -2.47 0.19
H -4.98 2.59 -3.48 0.20
C 5.42 -4.64 5.38 -0.26
O 4.73 -3.72 4.52 -0.50
C 3.73 -4.27 3.84 0.98
O 3.36 -5.41 3.89 -0.63
O 3.18 -3.31 3.08 -0.51
C 2.07 -3.77 2.29 -0.25
H 6.20 -4.06 5.86 0.20
H 4.74 -5.04 6.13 0.20
H 5.85 -5.45 4.81 0.20
H 1.27 -4.14 2.92 0.20
H 2.39 -4.56 1.60 0.20
H 1.73 -2.91 1.72 0.18
```

As for the HOMO energy: -0.45210 hartree. The value obtained for the HOMO-LUMO gap is 9.153 eV. As for the net charge: +1.

[4]
Density functional theory data (ωB97M-V/def2-TZVPD) for one molecule with the formula C5H10O.

```
16
Properties=species:S:1:pos:R:3:nbo_charge:R:1
C -1.04 -1.42 1.19 -0.61
C 0.21 -0.66 0.69 -0.39
C 0.03 0.57 -0.23 -0.33
C 1.29 1.45 -0.43 -0.60
C -0.58 0.19 -1.58 0.45
O -0.96 -0.91 -1.88 -0.52
H -1.59 -1.91 0.38 0.23
H -0.72 -2.22 1.88 0.21
H -1.73 -0.79 1.75 0.20
H 0.77 -0.33 1.58 0.20
H 0.85 -1.39 0.18 0.21
H -0.69 1.28 0.21 0.22
H 2.17 0.92 -0.84 0.21
H 1.07 2.29 -1.10 0.21
H 1.58 1.90 0.52 0.22
H -0.66 1.03 -2.31 0.10
```

The value obtained for the energy above the lowest of the compared OMol25 structures with the same formula, charge and spin is 10.0 kcal per mole. As for the HOMO energy: -0.35665 hartree. As for the SMILES: CC[C@@H](C)C=O. The value obtained for the HOMO-LUMO gap is 10.663 eV. As for the net charge: 0.

[5]
Density functional theory data (ωB97M-V/def2-TZVPD) for a 2-piece molecular cluster, C30H50N5O4SSi overall in a non-equilibrium geometry.

```
91
Properties=species:S:1:pos:R:3:mulliken_charge:R:1
C 3.60 1.45 -1.74 -0.20
C 2.43 1.72 -1.85 -0.49
N 1.05 1.60 -1.74 0.19
C 0.32 1.07 -2.91 -0.95
C 0.64 -0.45 -3.17 0.35
C 0.39 -0.68 -4.69 0.32
N -0.93 -0.47 -5.22 -0.54
O 1.31 -1.01 -5.40 -0.49
C 0.46 1.96 -0.60 0.64
N -0.88 1.88 -0.31 -0.32
C -0.96 2.35 0.97 -0.13
C -2.31 2.39 1.71 -0.26
C -3.52 2.43 0.72 -1.09
C -4.01 1.04 0.25 -0.23
C -4.37 0.05 1.42 -1.03
C -3.48 -1.25 1.43 -0.23
C -4.26 -2.54 1.05 -0.93
C -3.34 -3.81 1.05 -0.66
C -3.34 -4.59 -0.32 -0.83
Si -1.87 -4.00 -1.40 0.10
C -0.25 -3.91 -0.41 -1.24
C -2.39 -2.25 -2.01 0.10
C -1.58 -5.11 -2.90 0.37
C -2.34 -4.99 -4.10 0.03
C -2.13 -5.78 -5.24 -0.88
C -1.11 -6.76 -5.18 -0.22
C -0.34 -6.96 -4.02 -0.77
C -0.58 -6.13 -2.91 -0.15
N 0.23 2.72 1.42 0.29
O 0.49 3.26 2.62 -0.43
C 1.58 2.52 3.28 -0.02
C 1.20 1.00 3.27 0.00
C 2.21 0.24 4.22 -1.29
N 1.13 2.48 0.44 0.14
H 4.65 1.18 -1.67 0.41
H 0.72 1.61 -3.80 0.30
H -0.77 1.22 -2.83 0.34
H 0.00 -1.08 -2.52 -0.44
H 1.70 -0.64 -2.92 0.45
H -1.07 0.49 -5.50 0.31
H -1.65 -0.75 -4.56 0.31
H -2.30 3.32 2.32 0.45
H -2.39 1.56 2.44 0.25
H -4.36 2.91 1.26 0.38
H -3.20 3.01 -0.16 0.43
H -4.95 1.20 -0.32 0.43
H -3.33 0.53 -0.46 -0.06
H -4.21 0.59 2.38 0.55
H -5.44 -0.23 1.34 0.46
H -3.06 -1.36 2.45 0.33
H -2.62 -1.08 0.75 0.04
H -4.85 -2.42 0.12 0.44
H -5.00 -2.69 1.87 0.41
H -3.69 -4.53 1.82 0.41
H -2.33 -3.47 1.35 0.31
H -4.27 -4.33 -0.86 0.41
H -3.33 -5.69 -0.17 0.51
H 0.01 -4.95 -0.12 0.35
H -0.30 -3.23 0.46 0.39
H 0.60 -3.54 -1.03 0.38
H -3.50 -2.19 -2.06 0.49
H -1.92 -2.03 -2.99 -0.13
H -2.00 -1.49 -1.30 -0.48
H -3.14 -4.23 -4.14 0.30
H -2.72 -5.69 -6.15 0.36
H -0.89 -7.40 -6.06 0.34
H 0.43 -7.74 -4.04 0.37
H 0.00 -6.27 -1.99 0.17
H 2.49 2.71 2.69 -0.14
H 1.67 2.86 4.33 0.51
H 1.35 0.55 2.26 0.22
H 0.16 0.91 3.62 0.22
H 3.23 0.46 3.84 0.30
H 2.07 0.62 5.25 0.37
H 1.97 -0.83 4.13 0.38
H 2.13 2.67 0.50 0.28
C 6.00 5.73 3.93 -0.65
C 5.14 6.60 3.00 -0.64
C 5.08 5.90 1.64 -0.64
S 5.29 4.15 1.97 0.94
O 6.52 3.71 1.39 -0.67
O 4.03 3.46 1.72 -0.73
C 5.51 4.30 3.74 -0.57
H 5.93 6.05 4.97 0.36
H 7.05 5.81 3.63 0.31
H 4.13 6.68 3.42 0.29
H 5.54 7.61 2.91 0.34
H 4.12 6.06 1.14 0.35
H 5.89 6.21 0.99 0.39
H 6.22 3.55 4.09 0.45
H 4.54 4.15 4.21 0.24
```

As for the HOMO energy: -0.39026 hartree. The value obtained for the HOMO-LUMO gap is 8.372 eV. As for the net charge: +1.